Record 1
Molecular formula: H11O5S
Method: DFT, ωB97M-V/def2-TZVPD

Strongest force on any atom: 0.0410 hartree/bohr
E: -781.0292 a.u.
Orbital gap: 7.15 eV
Total charge: -1
HOMO: -0.1376 hartree

Each line ends with the Mulliken charge.
Geometry (Å):
S -0.239 0.861 -0.459  -0.70
H 0.976 0.944 -1.095  -0.22
H -3.780 -1.323 -1.287  0.29
H -2.509 -0.656 -2.007  0.31
O -3.073 -1.432 -1.889  -0.64
H 0.375 -1.760 0.825  0.28
H -0.871 -2.556 0.550  0.33
O -0.106 -2.546 1.123  -0.67
H 2.736 0.357 -1.774  0.35
H 2.996 -0.401 -0.438  0.30
O 3.124 -0.444 -1.378  -0.62
H 2.851 2.500 1.042  0.31
H 1.946 3.502 0.570  0.33
O 2.882 3.408 0.765  -0.66
H -2.918 -1.379 2.159  0.28
H -1.487 -0.745 2.014  0.35
O -2.403 -0.579 2.257  -0.64

Record 2
Molecular formula: H11O6
Method: DFT, ωB97M-V/def2-TZVPD

Strongest force on any atom: 0.0143 hartree/bohr
E: -458.1039 a.u.
Orbital gap: 9.00 eV
Total charge: -1
HOMO: -0.1867 hartree

Each line ends with the Mulliken charge.
Geometry (Å):
O -0.038 -0.336 -0.506  -1.08
H 0.888 -0.322 -0.773  0.12
O -1.080 -1.439 -3.139  -0.69
H -1.060 -2.330 -2.782  0.28
H -0.764 -0.883 -2.402  0.41
O -1.610 -2.502 0.311  -0.68
H -2.269 -2.677 -0.370  0.30
H -1.129 -1.713 -0.047  0.40
O 3.452 1.111 1.278  -0.68
H 3.269 0.552 0.520  0.30
H 2.571 1.370 1.609  0.44
O 0.853 1.739 2.163  -0.75
H 0.146 1.638 1.497  0.38
H 0.617 1.083 2.827  0.31
O -1.122 1.944 0.008  -0.79
H -2.000 1.630 0.259  0.28
H -0.724 1.134 -0.452  0.46

Record 3
Molecular formula: H11O9P
Method: DFT, ωB97M-V/def2-TZVPD

Strongest force on any atom: 0.1105 hartree/bohr
E: -1025.1700 a.u.
Orbital gap: 3.78 eV
Total charge: -2
HOMO: 0.0374 hartree

Each line ends with the Mulliken charge.
Geometry (Å):
O 32.256 -24.660 22.075  -0.21
H 33.201 -24.964 21.737  0.46
H 32.345 -24.068 22.834  0.30
H 31.579 -25.360 22.163  0.48
P 35.404 -24.645 21.972  0.57
O 36.746 -25.280 21.609  -0.92
O 35.407 -23.119 21.535  -0.89
O 35.106 -24.678 23.490  -0.72
O 34.352 -25.441 21.103  -0.86
O 30.634 -24.753 24.825  -0.64
H 31.547 -24.399 24.809  0.35
H 30.072 -23.979 24.734  0.29
O 33.251 -21.632 22.216  -0.67
H 33.649 -21.053 22.868  0.25
H 33.929 -22.361 22.091  0.43
O 33.283 -23.984 24.553  -0.76
H 34.009 -24.196 23.897  0.42
H 33.733 -23.544 25.275  0.17
O 31.156 -26.861 22.889  -0.59
H 30.969 -26.836 23.834  0.28
H 30.922 -27.751 22.612  0.25

Record 4
Molecular formula: H11S6
Method: DFT, ωB97M-V/def2-TZVPD

Strongest force on any atom: 0.0117 hartree/bohr
E: -2395.7254 a.u.
Orbital gap: 6.50 eV
Total charge: -1
HOMO: -0.1420 hartree

Each line ends with the Mulliken charge.
Geometry (Å):
S -2.174 3.027 1.976  -0.38
H -1.610 2.809 3.151  0.09
S -2.609 0.389 -2.294  -0.29
H -3.027 1.650 -2.427  0.10
H -2.182 0.428 -1.009  0.11
S -0.621 0.079 0.880  -0.75
H -0.885 -0.634 1.982  0.02
H -1.642 1.805 1.473  0.13
S 2.683 -2.716 4.689  -0.31
H 3.586 -1.738 4.549  0.13
H 2.153 -2.332 3.538  0.18
S -2.605 -3.471 -0.635  -0.33
H -3.420 -2.672 0.064  0.15
H -1.593 -2.600 -0.687  0.16
S 5.251 2.016 -5.034  -0.29
H 4.393 1.014 -5.121  0.15
H 4.303 2.946 -5.094  0.14

- HOMO of number 2 (H11O6)?
  -0.1867 hartree